Entry 1:
Computed, not measured: a structure of composition C14H19F6N6O5S3V, with ωB97M-V/def2-TZVPD.

Summary:
**Charge**: 0
**HOMO-LUMO gap (spin up / spin down)**: 8.2 / 8.3 eV
**Spin multiplicity**: 3
**HOMO level (spin up / spin down)**: -8.5381 / -8.5837 eV
**⟨S²⟩**: 2.017

Geometry (Å):
N 0.16 4.27 -1.13
H 3.83 1.71 -1.60
H 5.60 0.04 -1.54
C -0.46 -3.17 1.71
N 1.55 2.50 -1.46
H -1.06 -1.85 3.28
C 0.54 -3.43 0.58
H 5.79 -2.75 1.69
O -5.12 -1.79 -1.50
F -2.57 2.39 -2.50
C 3.85 -0.07 -0.31
O -3.04 -1.79 -0.16
H 0.61 -1.61 2.76
C 0.21 -2.83 -0.79
C 0.62 3.06 -0.74
C 3.22 1.04 -1.02
H 0.59 -4.51 0.45
F -0.69 2.04 -3.52
C -1.90 1.54 -3.28
H 0.46 -3.54 -1.57
H 3.53 -2.07 2.41
H 0.72 -1.27 -2.00
C 5.84 -1.41 0.01
C 5.25 -2.00 1.13
O 2.03 -0.37 1.24
C 5.15 -0.44 -0.69
S -0.03 2.42 0.76
O -0.90 -0.89 -3.26
S -3.94 -1.13 -1.07
F -5.25 -0.07 0.91
F -5.27 1.13 -0.90
N -0.82 -0.70 1.52
H -0.71 4.59 -0.74
H -1.14 0.08 2.09
N 1.97 1.31 -0.90
H 1.55 -3.12 0.88
C -4.53 0.34 -0.13
H 6.84 -1.69 -0.30
V 0.60 0.20 0.18
N -3.19 -0.50 -2.31
H -1.63 -1.00 0.98
H -1.47 -3.34 1.34
N 0.93 -1.56 -1.05
H 0.41 4.58 -2.05
H 1.94 -1.74 -1.01
H -0.86 -2.63 -0.87
S -1.71 -0.07 -2.41
F -3.49 1.05 0.34
O -1.10 0.30 -1.13
C 3.26 -0.66 0.82
C -0.40 -1.82 2.41
C 3.99 -1.63 1.53
H -0.29 -3.92 2.49
F -2.54 1.38 -4.42

Löwdin population analysis, charges in e, atoms 1 to 2:
1 N 0.08
2 H 0.14

=====

Entry 2:
Computed, not measured: a cluster of 2 separate species, C4H11N2 in total in a non-equilibrium geometry, with ωB97M-V/def2-TZVPD.

Summary:
**Charge**: +1
**HOMO-LUMO gap**: 8.0 eV
**Spin multiplicity**: 1
**HOMO level**: -12.4762 eV

Geometry (Å):
H 2.30 0.41 1.48
N -2.04 0.31 0.95
H 1.66 -1.73 -1.35
H -2.77 0.96 1.37
H -1.24 -1.12 -1.13
H -2.14 -0.73 1.03
C -1.07 -0.05 -1.20
H -0.48 0.35 -2.11
C 1.27 0.46 1.07
C -1.54 0.74 -0.22
H -1.29 1.80 -0.38
C 1.02 -0.69 0.17
H 2.29 -0.12 -1.26
H 0.48 0.79 1.79
H 0.42 -1.71 0.35
H 1.33 1.24 0.33
N 1.78 -0.89 -0.87

Löwdin population analysis, charges in e, atoms 1 to 2:
1 H 0.12
2 N 0.06

=====

Entry 3:
Computed, not measured: a cluster of 13 separate species, C34H68Cl10O24 in total in a non-equilibrium geometry, with ωB97M-V/def2-TZVPD.

Summary:
**Charge**: 0
**HOMO-LUMO gap**: 10.9 eV
**Spin multiplicity**: 1
**HOMO level**: -10.4312 eV

Geometry (Å):
O 17.35 18.67 12.99
H 19.88 11.86 19.18
H 17.49 13.79 7.45
Cl 18.75 9.22 7.56
H 13.18 14.73 14.23
H 10.75 8.02 16.31
H 9.11 14.83 14.45
O 12.09 9.45 16.81
H 18.55 15.52 15.84
O 18.55 12.77 9.71
C 16.26 9.99 8.25
H 20.63 11.88 17.55
Cl 15.72 13.69 13.35
H 21.30 9.03 14.69
H 12.95 16.76 12.84
H 14.02 9.75 10.89
C 17.67 17.81 11.82
O 12.51 11.14 15.39
H 12.28 13.97 7.64
Cl 15.02 20.08 17.83
Cl 15.15 17.31 15.81
C 12.38 14.43 14.89
H 10.18 9.70 15.99
C 18.18 19.16 16.40
C 11.30 11.55 12.44
H 16.75 14.66 8.80
H 18.52 12.00 12.72
H 9.43 10.69 12.77
O 22.86 12.32 15.36
H 18.49 9.53 11.33
O 12.74 15.21 9.17
H 13.38 18.62 14.96
O 14.23 7.92 11.95
H 14.12 12.67 17.31
C 21.79 12.17 14.87
C 14.69 11.78 17.06
H 19.57 10.54 18.15
O 17.46 14.01 16.90
C 19.26 8.84 11.11
H 10.10 11.77 14.01
H 17.67 18.55 11.04
C 18.59 13.57 17.49
O 13.78 10.60 17.22
C 17.58 14.65 8.05
Cl 11.19 11.17 10.70
H 12.92 20.07 16.65
O 19.48 14.27 17.92
C 12.79 10.48 16.36
C 11.03 16.28 14.94
H 17.60 18.36 16.90
C 21.88 9.84 15.04
C 8.92 15.88 14.13
H 11.39 8.92 14.94
H 14.87 19.61 15.00
C 13.04 15.31 10.51
H 7.86 16.11 14.37
Cl 17.44 6.93 10.94
C 16.34 12.01 13.19
O 11.06 14.97 14.60
O 20.13 14.35 10.31
H 12.77 13.15 9.15
O 11.91 16.97 15.42
H 15.94 9.82 7.20
H 14.36 8.21 15.68
C 20.72 13.50 11.35
H 16.90 15.35 15.44
H 15.93 9.19 15.28
O 15.23 7.77 13.84
H 19.38 8.72 10.00
H 20.59 12.45 11.22
H 18.11 12.42 14.44
H 15.92 7.24 15.66
O 13.62 16.45 10.76
O 18.57 12.23 17.57
C 14.24 18.88 15.49
C 13.55 8.76 11.01
H 21.78 14.45 15.86
H 18.01 20.13 16.82
H 16.08 11.70 12.18
Cl 20.77 9.50 11.81
C 19.12 13.80 9.60
H 20.75 15.16 14.55
C 17.78 11.89 13.53
H 18.78 7.54 12.76
H 14.70 16.45 12.56
H 20.42 13.87 12.32
H 11.88 10.79 12.93
O 18.91 14.74 8.62
H 17.90 11.42 7.96
H 16.89 17.10 11.74
O 12.81 14.46 11.30
C 15.40 8.20 15.26
H 17.92 10.62 9.36
O 17.63 19.31 15.05
H 19.74 6.77 11.34
C 12.18 13.98 8.71
H 21.84 9.97 16.09
C 17.58 15.29 16.29
H 13.84 17.95 12.09
Cl 15.23 11.35 8.80
H 19.25 19.09 16.32
H 22.98 9.87 14.67
O 18.52 17.33 14.36
H 12.65 14.78 15.85
H 15.42 11.67 17.85
H 17.28 16.05 17.01
C 13.66 19.28 16.83
H 22.44 14.84 14.24
H 11.84 12.49 12.46
H 12.57 8.95 11.37
Cl 8.93 12.97 12.38
H 11.14 13.88 8.99
C 18.97 7.46 11.66
H 21.74 13.76 11.24
H 16.07 9.07 8.82
Cl 17.95 10.04 13.79
C 19.72 11.60 18.16
H 15.75 11.53 13.95
C 13.75 16.90 12.14
H 13.21 18.41 17.41
O 21.12 11.03 14.63
H 15.12 11.85 16.06
C 14.49 8.55 13.11
C 21.58 14.50 14.78
C 9.95 11.64 12.97
O 21.08 13.20 14.37
H 17.44 15.47 7.38
C 17.85 18.33 14.17
C 10.97 9.03 15.95
H 9.03 15.95 13.03
H 12.29 13.33 14.90
O 9.81 16.73 14.86
H 18.62 17.38 12.08
C 17.69 10.45 8.32
O 14.06 9.66 13.40
H 13.62 8.28 10.02

Löwdin population analysis, charges in e, atoms 1 to 2:
1 O -0.02
2 H 0.09

=====

Calculated energy above the lowest of the compared OMol25 structures with the same formula, charge and spin, 0.0 63.9 0.0 kcal/mol (same order as the records).
Calculated calculated total energy, -108506.00287 -7298.17743 -210724.55459 eV (same order as the records).